w:
{
  "formula": "C4H12N2O",
  "method": "the ωB97M-V functional and the def2-TZVPD basis",
  "gap_ev": 7.6,
  "spin_multiplicity": 1,
  "homo_energy_ev": -8.33,
  "species": ["C", "C", "O", "H", "H", "H", "H", "H", "H", "C", "N", "C", "N", "H", "H", "H", "H", "H", "H"],
  "positions_angstrom": [[-2.5611, -0.4427, -1.0645], [-0.3998, -0.0664, 1.2205], [-1.1789, -0.5641, -1.1028], [-2.9045, 0.6050, -1.0958], [-2.9712, -0.8948, -0.1445], [-3.0241, -0.9570, -1.9202], [-0.7281, -1.0840, 1.3742], [0.1519, 0.3978, 2.0295], [-1.1740, 0.6277, 0.9248], [2.4326, -0.3523, 1.1243], [0.5477, 1.2452, -1.4670], [1.2833, -0.1003, 0.1830], [1.3095, 1.1086, -0.4365], [0.5071, 2.2108, -1.7841], [-0.4617, 0.4858, -1.4808], [0.9864, -0.9507, -0.4335], [3.3034, -0.7166, 0.5755], [2.1736, -1.1189, 1.8564], [2.7079, 0.5669, 1.6416]],
  "mulliken_charge": [-0.739, -0.951, -0.651, 0.275, 0.229, 0.269, 0.210, 0.465, 0.365, -1.190, -0.249, 0.169, -0.266, 0.241, 0.380, 0.409, 0.347, 0.331, 0.356]
}



x:
{
  "formula": "C4H12N2O",
  "method": "the ωB97M-V functional and the def2-TZVPD basis",
  "gap_ev": 8.7,
  "spin_multiplicity": 1,
  "homo_energy_ev": -7.92,
  "species": ["C", "N", "O", "H", "H", "H", "H", "H", "C", "N", "C", "C", "H", "H", "H", "H", "H", "H", "H"],
  "positions_angstrom": [[-2.4336, -1.1061, 0.3885], [-2.4697, -1.1874, -0.9578], [-2.8859, -0.1974, 1.0287], [-1.9500, 2.5173, 1.6149], [-2.2011, -2.0243, -1.4439], [-2.9990, -0.4909, -1.4613], [-1.9088, -1.9658, 0.8437], [-0.3595, 0.3045, 0.6453], [3.0687, -0.0017, 0.1101], [0.4337, 0.5161, -1.2591], [0.5693, 0.2522, 0.0966], [1.7121, 0.0445, 0.7447], [1.2339, 0.2622, -1.8194], [-0.4441, 0.2248, -1.6598], [-1.3169, 2.9484, 1.4700], [1.6809, -0.0598, 1.8171], [3.4889, 1.0023, 0.0138], [3.7525, -0.5963, 0.7166], [3.0285, -0.4427, -0.8887]],
  "mulliken_charge": [0.060, -0.356, -0.532, -0.128, 0.217, 0.237, 0.359, 0.258, -1.156, -0.472, -0.077, -0.229, 0.190, 0.242, 0.132, 0.362, 0.237, 0.324, 0.331]
}



y:
{
  "formula": "C4H12N2O",
  "method": "the ωB97M-V functional and the def2-TZVPD basis",
  "gap_ev": 10.0,
  "spin_multiplicity": 1,
  "homo_energy_ev": -9.04,
  "smiles": "C[C@H](N)CNCO",
  "species": ["C", "C", "N", "C", "N", "C", "O", "H", "H", "H", "H", "H", "H", "H", "H", "H", "H", "H", "H"],
  "positions_angstrom": [[-1.8937, 0.8021, -1.8490], [-0.5343, 0.5798, -1.2167], [0.3573, -0.1773, -1.9767], [-0.8029, -0.1883, 0.1469], [0.4480, -0.6531, 0.6578], [0.6393, 0.0624, 1.9042], [1.8965, -0.3713, 2.5011], [-2.2049, -0.2429, -2.2445], [-1.8510, 1.2060, -2.9401], [-2.5377, 1.4063, -1.1288], [-0.1253, 1.4781, -0.9489], [0.3071, -0.0144, -3.0019], [0.1425, -1.0966, -1.9377], [-1.3499, 0.3458, 0.9135], [-1.5032, -1.0685, -0.0911], [1.2020, -0.4296, -0.0297], [-0.2132, -0.3077, 2.6675], [0.6514, 1.1415, 1.9950], [2.2227, -1.1699, 2.0578]],
  "mulliken_charge": [-1.298, 0.421, -0.709, -0.996, -0.345, -0.213, -0.552, 0.320, 0.327, 0.310, 0.376, 0.265, 0.215, 0.465, 0.254, 0.304, 0.248, 0.295, 0.313]
}



Most stable: x



w:
{
  "formula": "C4H12N2O",
  "method": "the ωB97M-V functional and the def2-TZVPD basis",
  "gap_ev": 9.9,
  "spin_multiplicity": 1,
  "homo_energy_ev": -8.96,
  "smiles": "NCC[C@@H](N)CO",
  "species": ["N", "C", "C", "C", "N", "C", "O", "H", "H", "H", "H", "H", "H", "H", "H", "H", "H", "H", "H"],
  "positions_angstrom": [[1.2932, 2.5345, -0.4739], [1.3166, 1.6460, 0.7070], [-0.1199, 0.8958, 0.8396], [-0.1313, -0.3594, -0.1658], [0.9379, -1.3022, 0.3474], [-1.5450, -1.0548, -0.2670], [-1.6752, -2.3634, -0.8924], [1.2935, 3.4497, -0.1526], [1.8390, 2.4376, -1.3012], [2.1747, 0.9044, 0.5684], [1.5864, 2.3192, 1.6011], [-0.5236, 0.4319, 1.8233], [-0.9155, 1.6360, 0.4432], [0.1842, 0.1357, -1.1285], [0.9088, -2.1595, -0.2222], [0.5197, -1.6761, 1.1879], [-2.3645, -0.4065, -0.6484], [-1.7552, -1.2367, 0.8021], [-2.2855, -2.3192, -1.6312]],
  "mulliken_charge": [-0.484, -0.475, -0.686, 0.049, -0.682, -0.619, -0.531, 0.174, 0.176, 0.270, 0.341, 0.377, 0.295, 0.278, 0.294, 0.291, 0.404, 0.200, 0.328]
}



x:
{
  "formula": "C4H12N2O",
  "method": "the ωB97M-V functional and the def2-TZVPD basis",
  "gap_ev": 9.0,
  "spin_multiplicity": 1,
  "homo_energy_ev": -8.37,
  "smiles": "CC/C(N)=C/N.O",
  "species": ["C", "C", "C", "N", "C", "N", "H", "H", "H", "H", "H", "H", "H", "H", "H", "H", "O", "H", "H"],
  "positions_angstrom": [[2.3022, 1.4026, -0.1668], [0.8185, 1.0750, -0.3942], [0.5896, -0.3501, -0.8602], [1.5079, -0.9317, -1.7710], [-0.5454, -1.0242, -0.6027], [-1.0814, -2.1248, -1.3388], [2.4763, 2.4148, 0.1976], [2.8650, 1.3248, -1.0989], [2.7912, 0.7279, 0.5382], [0.3975, 1.7824, -1.1142], [0.3049, 1.2633, 0.5419], [2.1347, -1.4744, -1.1972], [1.9629, -0.3092, -2.4084], [-1.0718, -0.8588, 0.3399], [-1.1901, -2.9689, -0.7798], [-1.9518, -1.9223, -1.7983], [-4.4282, 0.3838, 3.9062], [-3.5853, 0.5035, 3.4182], [-4.2967, 1.0862, 4.5884]],
  "mulliken_charge": [-1.153, -0.393, 0.108, -0.479, -0.216, -0.563, 0.362, 0.275, 0.292, 0.230, 0.305, 0.259, 0.256, 0.271, 0.230, 0.219, -0.641, 0.311, 0.329]
}



y:
{
  "formula": "C4H12N2O",
  "method": "the ωB97M-V functional and the def2-TZVPD basis",
  "gap_ev": 9.6,
  "spin_multiplicity": 1,
  "homo_energy_ev": -8.57,
  "smiles": "NCNCCCO",
  "species": ["N", "C", "N", "C", "C", "C", "O", "H", "H", "H", "H", "H", "H", "H", "H", "H", "H", "H", "H"],
  "positions_angstrom": [[0.3677, -3.1429, -1.3751], [0.7591, -2.0944, -0.4919], [-0.1033, -0.8722, -0.5422], [0.5165, 0.2160, 0.2338], [0.0861, 1.6587, -0.0407], [-1.2271, 2.0030, 0.7161], [-0.9385, 2.4387, 2.0771], [1.1044, -3.7652, -1.6758], [-0.0680, -2.8775, -2.2496], [1.7881, -1.7817, -0.6862], [0.5896, -2.3090, 0.5686], [-0.9884, -1.2211, -0.1962], [1.5869, 0.1288, 0.1253], [0.2217, 0.0322, 1.2776], [-0.0778, 1.8367, -1.1045], [0.8481, 2.2664, 0.4554], [-1.9619, 1.2017, 0.7066], [-1.6350, 2.8914, 0.2123], [-0.8685, 3.3903, 1.9897]],
  "mulliken_charge": [-0.568, -0.381, -0.467, -0.675, -0.440, -0.599, -0.517, 0.235, 0.226, 0.281, 0.274, 0.298, 0.397, 0.349, 0.391, 0.266, 0.280, 0.339, 0.313]
}



Most stable: x



w:
{
  "formula": "C4H12N2O",
  "method": "the ωB97M-V functional and the def2-TZVPD basis",
  "gap_ev": 7.8,
  "spin_multiplicity": 1,
  "homo_energy_ev": -6.96,
  "smiles": "C/C(N)=C/N.CO",
  "species": ["C", "C", "N", "C", "N", "H", "H", "H", "H", "H", "H", "H", "H", "C", "O", "H", "H", "H", "H"],
  "positions_angstrom": [[-2.4738, -0.7391, 0.9802], [-1.7198, 0.2901, 0.1905], [-2.5243, 1.0131, -0.7184], [-0.4240, 0.5355, 0.4018], [0.3585, 1.5359, -0.1972], [-2.8713, -1.5153, 0.3227], [-1.8281, -1.2072, 1.7170], [-3.3142, -0.2743, 1.4949], [-1.9948, 1.4751, -1.4461], [-3.2598, 0.4441, -1.1168], [0.0995, -0.0194, 1.1655], [1.3038, 1.2255, -0.3903], [-0.0625, 1.9276, -1.0299], [2.9614, -1.1049, -0.1615], [3.0979, 0.1824, -0.7189], [2.9537, -1.0699, 0.9325], [2.0064, -1.4946, -0.5097], [3.7624, -1.7727, -0.4938], [3.9290, 0.5681, -0.4226]],
  "mulliken_charge": [-1.325, 0.702, -0.541, -0.370, -0.581, 0.318, 0.317, 0.319, 0.180, 0.243, 0.285, 0.309, 0.170, -0.575, -0.544, 0.269, 0.236, 0.299, 0.290]
}



x:
{
  "formula": "C4H12N2O",
  "method": "the ωB97M-V functional and the def2-TZVPD basis",
  "gap_ev": 10.1,
  "spin_multiplicity": 1,
  "homo_energy_ev": -9.19,
  "smiles": "NCC[C@@H](N)CO",
  "species": ["N", "C", "C", "C", "N", "C", "O", "H", "H", "H", "H", "H", "H", "H", "H", "H", "H", "H", "H"],
  "positions_angstrom": [[2.9163, -0.7966, -0.4981], [1.8801, 0.2671, -0.4091], [0.5288, -0.1907, -0.9249], [-0.6290, 0.3984, -0.1343], [-1.7853, 0.6541, -1.0107], [-1.0908, -0.5198, 0.9835], [-1.9140, 0.1320, 1.9255], [3.2102, -1.1161, 0.4307], [3.7742, -0.3797, -0.8457], [1.7226, 0.5584, 0.6357], [2.2872, 1.1399, -0.9030], [0.3467, 0.0783, -1.9765], [0.4256, -1.2757, -1.0185], [-0.3020, 1.3672, 0.2729], [-2.5531, 1.0779, -0.5067], [-1.5487, 1.2672, -1.7818], [-1.5691, -1.3837, 0.5047], [-0.2370, -0.9043, 1.5346], [-2.8453, 0.1006, 1.6829]],
  "mulliken_charge": [-0.656, -0.470, -0.756, 0.585, -0.760, -0.901, -0.530, 0.215, 0.251, 0.323, 0.369, 0.377, 0.314, 0.204, 0.206, 0.219, 0.383, 0.311, 0.315]
}



Most stable: x



w:
{
  "formula": "C8H12S",
  "method": "the ωB97M-V functional and the def2-TZVPD basis",
  "gap_ev": 9.3,
  "spin_multiplicity": 1,
  "homo_energy_ev": -8.30,
  "smiles": "CS[C@H]1C=C[C@@]2(C)C[C@@H]12",
  "species": ["C", "S", "C", "C", "C", "C", "C", "C", "C", "H", "H", "H", "H", "H", "H", "H", "H", "H", "H", "H", "H"],
  "positions_angstrom": [[0.3968, 3.0740, -1.4923], [-1.0222, 2.0041, -1.4054], [-0.7008, 1.0586, 0.0946], [-1.8829, 0.3001, 0.5156], [-1.6566, -1.0211, 0.6475], [-0.2361, -1.4096, 0.4442], [0.4626, -2.2227, 1.4506], [0.1538, -1.2039, -0.9391], [0.4905, -0.1746, 0.0999], [0.3146, 3.8123, -2.2042], [1.3575, 2.4458, -1.7196], [0.5872, 3.6802, -0.6064], [-0.5101, 1.8670, 0.8273], [-2.7609, 0.7742, 0.7192], [-2.4489, -1.7023, 0.8255], [-0.0589, -3.0671, 1.8106], [0.3677, -1.6194, 2.2949], [1.4848, -2.5489, 1.3503], [-0.5722, -1.0889, -1.7520], [1.0435, -1.8557, -1.2351], [1.5288, 0.2463, 0.3465]],
  "mulliken_charge": [-0.910, -0.066, -0.153, -0.727, -0.889, 1.256, -1.726, -0.863, -0.339, 0.414, 0.228, 0.286, 0.411, 0.575, 0.470, 0.449, 0.454, 0.364, 0.238, 0.245, 0.285]
}



x:
{
  "formula": "C8H12S",
  "method": "the ωB97M-V functional and the def2-TZVPD basis",
  "gap_ev": 9.1,
  "spin_multiplicity": 1,
  "homo_energy_ev": -9.08,
  "species": ["C", "C", "C", "C", "C", "C", "C", "C", "S", "H", "H", "H", "H", "H", "H", "H", "H", "H", "H", "H", "H"],
  "positions_angstrom": [[-1.2848, 0.8342, -2.3670], [-0.1798, 0.6375, -2.8060], [-1.2547, 3.3924, 0.5742], [1.2531, 0.4030, -3.1783], [-0.4391, -0.1394, 0.5450], [0.5892, -0.3894, 2.9394], [0.1938, -2.3271, 1.5151], [0.0868, -1.0132, 1.6919], [-2.4116, 3.2299, -0.3933], [1.3224, -0.3318, -4.0082], [1.9042, 0.1525, -2.3466], [1.5665, 1.3790, -3.6616], [0.1835, 0.2414, -0.2003], [-0.9900, 0.6862, 0.9454], [-1.1547, -0.8724, 0.0423], [0.1020, 0.6378, 3.0377], [0.1547, -1.1029, 3.7995], [1.6775, -0.3240, 3.0196], [0.0527, -2.7348, 0.5408], [0.7928, -2.9567, 2.1569], [-2.1644, 0.5979, -1.8462]],
  "mulliken_charge": [-0.109, -0.243, 0.046, -0.959, -0.790, -1.086, -1.108, 0.821, -0.037, 0.279, 0.292, 0.264, 0.178, 0.148, 0.303, 0.267, 0.288, 0.280, 0.324, 0.333, 0.509]
}



Most stable: w



w:
{
  "formula": "CH10NO4",
  "method": "the ωB97M-V functional and the def2-TZVPD basis",
  "gap_ev": 9.1,
  "spin_multiplicity": 1,
  "homo_energy_ev": -4.93,
  "total_charge": -1,
  "species": ["N", "C", "O", "H", "H", "H", "H", "H", "H", "O", "H", "H", "O", "H", "H", "O"],
  "positions_angstrom": [[-1.7054, 0.7764, -1.4095], [-0.9793, -0.2544, -0.6452], [-0.5647, -0.0615, 0.7016], [-2.3884, 1.1083, -0.7332], [-1.1820, 1.5427, -1.1776], [-1.5002, -1.1581, -0.7483], [-0.1037, -0.2848, -1.2486], [1.7941, -1.0968, 1.5260], [0.3995, -1.0288, 0.9086], [1.3191, -1.6485, 0.9320], [2.5230, -1.8923, -1.1868], [2.4212, -0.6656, -0.4723], [3.0672, -1.0378, -1.1069], [-1.0810, 1.1002, 1.2616], [-0.6040, 2.5645, 1.8349], [-1.4154, 2.0364, 1.5636]],
  "mulliken_charge": [-0.776, -0.318, -0.868, 0.265, 0.300, 0.328, 0.295, 0.264, 0.423, -0.829, 0.317, 0.368, -0.685, 0.433, 0.249, -0.764]
}



x:
{
  "formula": "CH10NO4",
  "method": "the ωB97M-V functional and the def2-TZVPD basis",
  "gap_ev": 8.4,
  "spin_multiplicity": 1,
  "homo_energy_ev": -4.25,
  "total_charge": -1,
  "species": ["N", "C", "O", "H", "H", "H", "H", "H", "H", "O", "H", "H", "O", "H", "H", "O"],
  "positions_angstrom": [[-1.5556, -1.5169, 0.3932], [-0.6701, -0.4393, 0.8793], [0.5329, -0.1948, 0.2267], [-1.2851, -2.0532, -0.4531], [-1.8169, -2.1068, 1.1473], [-1.4094, 0.3825, 0.8166], [-0.7209, -0.4828, 2.0195], [0.7823, 0.5424, -2.3323], [0.0412, -0.0251, -1.1513], [-0.1543, 0.4792, -2.0488], [-0.4159, 2.1481, -1.0082], [-1.2699, 3.0118, 0.0763], [-0.6712, 3.1094, -0.7765], [1.6168, -0.8992, 1.0464], [2.5827, -2.2789, 0.9242], [2.3933, -1.5168, 1.4594]],
  "mulliken_charge": [-0.496, -0.301, -0.909, 0.179, 0.197, 0.112, 0.339, 0.304, 0.401, -0.788, 0.422, 0.308, -0.719, 0.452, 0.236, -0.736]
}



y:
{
  "formula": "CH10NO4",
  "method": "the ωB97M-V functional and the def2-TZVPD basis",
  "gap_ev": 8.8,
  "spin_multiplicity": 1,
  "homo_energy_ev": -4.60,
  "total_charge": -1,
  "species": ["N", "C", "O", "H", "H", "H", "H", "H", "H", "O", "H", "H", "O", "H", "H", "O"],
  "positions_angstrom": [[-1.0856, 1.4977, -1.1111], [0.1659, 0.7200, -1.2252], [0.1557, -0.4493, -0.4997], [-1.8676, 1.1094, -1.6099], [-1.2815, 1.7758, -0.1656], [0.3290, 0.5339, -2.2958], [0.8913, 1.4336, -0.7863], [0.1027, -0.0122, 1.0882], [0.6362, -0.4066, 2.4757], [0.0616, 0.2446, 2.0675], [-1.3250, -1.0953, 0.1338], [-2.0190, -1.0749, 1.5223], [-2.0801, -1.4825, 0.6551], [1.6472, -0.9981, -0.0573], [3.0613, -0.6293, -0.4250], [2.6078, -1.1670, 0.2333]],
  "mulliken_charge": [-0.589, -0.504, -0.903, 0.226, 0.248, 0.314, 0.316, 0.468, 0.289, -0.713, 0.360, 0.320, -0.768, 0.396, 0.260, -0.720]
}



Most stable: y



w:
{
  "formula": "C3H2N2O",
  "method": "the ωB97M-V functional and the def2-TZVPD basis",
  "gap_ev": 10.4,
  "spin_multiplicity": 1,
  "homo_energy_ev": -11.20,
  "species": ["C", "C", "C", "N", "N", "O", "H", "H"],
  "positions_angstrom": [[-1.1303, -1.7103, 0.5032], [0.3146, -0.7150, -0.2304], [0.2607, 1.5266, -0.3725], [-1.6507, -2.3861, 1.2574], [0.7284, 0.4881, -0.8877], [1.2195, -1.4463, 0.1146], [-0.5570, 1.6754, 0.2572], [0.8148, 2.5675, -0.6418]],
  "mulliken_charge": [0.215, 0.427, -0.186, -0.354, -0.268, -0.340, 0.296, 0.209]
}



x:
{
  "formula": "C3H2N2O",
  "method": "the ωB97M-V functional and the def2-TZVPD basis",
  "gap_ev": 8.9,
  "spin_multiplicity": 1,
  "homo_energy_ev": -10.88,
  "species": ["C", "C", "C", "H", "H", "N", "N", "O"],
  "positions_angstrom": [[0.7135, -0.0129, -0.0995], [-1.2765, -0.6646, 0.1071], [-1.1202, 0.7934, 0.1448], [-2.4031, -1.0438, 0.3342], [-2.1355, 1.4510, -0.0669], [-0.1821, -1.2422, -0.2135], [0.1527, 1.2404, -0.1700], [1.8555, -0.1362, 0.1879]],
  "mulliken_charge": [0.481, 0.149, 0.033, 0.253, 0.268, -0.429, -0.359, -0.397]
}



y:
{
  "formula": "C3H2N2O",
  "method": "the ωB97M-V functional and the def2-TZVPD basis",
  "gap_ev": [8.0, 8.1],
  "spin_multiplicity": 1,
  "homo_energy_ev": [-8.71, -9.11],
  "species": ["C", "C", "C", "N", "N", "O", "H", "H"],
  "positions_angstrom": [[-2.6168, -0.7590, -0.0407], [-0.0883, -0.6431, 0.2150], [1.8620, 0.9074, -0.1078], [-3.7262, -1.0653, -0.1616], [-1.3072, -0.6315, -0.1021], [0.8290, 0.1244, -0.0479], [2.7507, 0.7482, -0.6350], [2.2968, 1.3190, 0.8801]],
  "mulliken_charge": [0.360, 0.253, -0.328, -0.426, -0.216, -0.167, 0.301, 0.224]
}



Most stable: x